The following is a quantum chemistry calculation of a 10-piece molecular cluster, C48H126N10O14 overall in a non-equilibrium geometry, from the OMol25 dataset.

Last column: Löwdin spin population.
Atoms and positions in Å:
C  -7.0596  -21.2344  -32.9583  0.000
O  -6.3629  -20.7354  -31.8380  0.000
C  -5.7274  -21.7260  -31.1023  0.000
C  -5.2172  -21.0736  -29.7446  0.000
N  -5.8708  -21.5069  -28.5158  0.000
C  -7.3199  -21.2548  -28.5287  0.000
C  -7.5618  -19.7302  -28.3950  0.000
O  -8.9501  -19.4613  -28.4160  0.000
C  -9.2877  -18.1511  -27.9136  0.000
H  -6.4685  -21.5159  -33.8297  0.000
H  -7.6816  -20.3951  -33.2694  0.000
H  -7.6531  -22.1157  -32.7151  0.000
H  -4.7969  -22.1042  -31.5258  0.000
H  -6.4050  -22.5548  -30.8974  0.000
H  -5.2559  -19.9879  -29.8336  0.000
H  -4.1380  -21.2218  -29.7069  0.000
H  -5.5180  -20.9146  -27.7776  0.000
H  -7.6865  -21.7956  -27.6562  0.000
H  -7.8050  -21.6430  -29.4243  0.000
H  -7.1262  -19.2005  -29.2422  0.000
H  -7.0161  -19.4035  -27.5098  0.000
H  -8.6275  -17.4723  -28.4534  0.000
H  -9.0923  -18.0927  -26.8428  0.000
H  -10.3244  -17.8685  -28.0966  0.000
C  -6.8771  -27.0006  -37.9116  0.000
O  -7.4371  -25.9402  -38.7128  0.000
C  -7.7990  -26.4996  -39.9745  0.000
C  -8.4087  -25.3082  -40.8251  0.000
N  -9.5689  -24.8406  -40.0993  0.000
C  -10.1394  -23.5822  -40.5172  0.000
C  -11.3433  -23.1795  -39.5617  0.000
O  -10.9952  -23.4293  -38.2273  0.000
C  -12.1099  -23.2555  -37.3780  0.000
H  -6.0546  -27.5595  -38.3580  0.000
H  -7.6036  -27.6185  -37.3839  0.000
H  -6.3126  -26.4548  -37.1557  0.000
H  -8.4339  -27.3750  -39.8381  0.000
H  -6.8835  -26.8313  -40.4643  0.000
H  -8.6562  -25.5443  -41.8600  0.000
H  -7.6559  -24.5366  -40.9865  0.000
H  -9.2817  -24.7820  -39.1327  0.000
H  -10.4535  -23.7024  -41.5540  0.000
H  -9.3511  -22.8345  -40.6048  0.000
H  -12.1605  -23.8328  -39.8674  0.000
H  -11.5161  -22.1104  -39.6849  0.000
H  -11.6948  -23.2046  -36.3714  0.000
H  -12.8465  -24.0458  -37.5226  0.000
H  -12.6528  -22.3398  -37.6124  0.000
C  0.4075  -21.0138  -39.2156  0.000
O  -0.7524  -20.7416  -38.4291  0.000
C  -1.6695  -21.7664  -38.5019  0.000
C  -2.8199  -21.3218  -37.5835  0.000
N  -2.4657  -21.3956  -36.1238  0.000
C  -3.5858  -21.0870  -35.2349  0.000
C  -4.2567  -19.6926  -35.4512  0.000
O  -3.2665  -18.7472  -35.2117  0.000
C  -3.7212  -17.3951  -35.2232  0.000
H  0.2868  -21.1195  -40.2937  0.000
H  0.8260  -21.9762  -38.9209  0.000
H  1.1898  -20.2648  -39.0921  0.000
H  -1.2657  -22.7109  -38.1373  0.000
H  -2.1003  -21.8612  -39.4987  0.000
H  -3.6086  -22.0530  -37.7607  0.000
H  -3.2541  -20.3833  -37.9280  0.000
H  -1.6931  -20.7808  -35.9109  0.000
H  -3.2307  -21.1137  -34.2047  0.000
H  -4.2797  -21.9159  -35.3740  0.000
H  -5.1155  -19.5754  -34.7903  0.000
H  -4.6393  -19.5201  -36.4571  0.000
H  -2.7154  -16.9927  -35.3436  0.000
H  -4.0660  -17.1515  -34.2182  0.000
H  -4.3715  -17.1864  -36.0727  0.000
C  -5.1879  -17.4665  -39.2921  0.007
O  -5.8663  -16.2943  -39.7048  0.055
C  -5.5657  -15.9535  -41.0838  0.096
C  -6.2987  -14.6219  -41.5565  0.078
N  -5.7318  -13.3981  -41.0931  0.585
C  -5.5872  -13.2852  -39.6074  0.069
C  -4.8096  -11.9808  -39.2681  0.006
O  -3.3884  -12.1861  -39.3643  0.009
C  -2.5562  -11.0638  -38.9731  0.001
H  -4.1068  -17.3726  -39.3955  0.001
H  -5.5830  -18.2747  -39.9074  0.001
H  -5.3418  -17.7523  -38.2515  0.000
H  -6.0318  -16.7187  -41.7047  0.015
H  -4.5335  -15.8963  -41.4293  0.000
H  -7.2905  -14.7113  -41.1135  0.009
H  -6.3243  -14.7328  -42.6406  0.005
H  -4.8198  -13.3957  -41.5271  0.018
H  -5.1549  -14.1619  -39.1252  0.033
H  -6.6000  -13.2197  -39.2097  0.008
H  -5.0884  -11.7855  -38.2326  0.001
H  -5.0798  -11.1395  -39.9063  0.000
H  -2.9336  -10.7615  -37.9963  0.000
H  -2.7112  -10.2204  -39.6459  0.000
H  -1.4946  -11.3026  -38.9084  0.000
C  -3.6000  -19.6915  -41.8118  0.000
C  -4.5292  -20.2776  -42.7839  0.000
C  -5.9471  -19.7194  -42.8555  0.001
O  -6.5788  -19.9476  -41.6195  0.000
C  -7.9551  -19.6303  -41.6914  0.000
N  -3.9210  -20.1051  -44.0855  0.000
H  -2.5784  -20.0380  -41.9679  0.000
H  -3.9465  -20.0486  -40.8420  0.000
H  -3.4998  -18.6079  -41.8743  0.000
H  -4.6559  -21.3446  -42.6008  0.000
H  -6.5031  -20.1267  -43.7000  0.000
H  -5.8131  -18.6666  -43.1041  0.001
H  -8.4452  -19.9103  -42.6239  0.000
H  -8.1211  -18.5534  -41.6646  0.000
H  -8.5216  -19.9270  -40.8087  0.000
H  -2.9399  -20.3333  -44.1590  0.000
H  -3.9490  -19.1207  -44.3097  0.000
C  -2.6999  -25.3862  -36.8334  0.000
C  -2.3306  -25.3870  -35.3365  0.000
C  -1.3460  -26.4976  -34.9824  0.000
O  -2.0494  -27.6948  -34.9802  0.000
C  -1.4973  -28.7248  -34.1765  0.000
N  -1.7431  -24.0928  -35.0524  0.000
H  -2.8955  -26.4179  -37.1258  0.000
H  -1.8743  -25.0542  -37.4629  0.000
H  -3.6022  -24.7868  -36.9540  0.000
H  -3.1737  -25.6042  -34.6807  0.000
H  -0.9418  -26.3429  -33.9820  0.000
H  -0.5807  -26.5619  -35.7559  0.000
H  -2.1963  -29.5240  -33.9297  0.000
H  -1.0942  -28.3586  -33.2323  0.000
H  -0.6879  -29.2133  -34.7190  0.000
H  -1.7827  -24.0688  -34.0435  0.000
H  -2.3522  -23.3503  -35.3652  0.000
C  -6.6793  -23.8173  -35.6532  0.000
C  -7.9318  -23.2289  -36.3723  0.000
C  -7.5849  -22.6165  -37.7178  0.000
O  -6.4864  -21.7450  -37.6514  0.000
C  -6.2594  -21.1940  -39.0099  0.000
N  -8.9503  -24.3243  -36.5290  0.000
H  -7.0167  -24.3073  -34.7398  0.000
H  -5.9858  -23.0222  -35.3794  0.000
H  -6.0370  -24.4927  -36.2182  0.000
H  -8.2892  -22.4735  -35.6725  0.000
H  -8.4672  -22.2531  -38.2447  0.000
H  -7.2398  -23.3915  -38.4023  0.000
H  -5.3501  -20.5928  -39.0156  0.000
H  -7.1000  -20.5835  -39.3397  0.000
H  -6.2710  -21.9675  -39.7777  0.000
H  -8.5143  -25.0881  -37.0256  0.000
H  -9.6729  -24.0656  -37.1856  0.000
C  -4.8438  -25.0310  -32.3632  0.000
C  -3.5799  -25.5252  -31.5361  0.000
C  -2.6095  -24.4619  -31.0458  0.000
O  -2.0811  -23.7129  -32.1115  0.000
C  -1.2475  -22.5738  -31.6571  0.000
N  -4.0087  -26.5081  -30.5511  0.000
H  -5.4780  -25.8561  -32.6873  0.000
H  -4.5734  -24.3478  -33.1683  0.000
H  -5.5529  -24.3844  -31.8462  0.000
H  -3.0166  -26.1260  -32.2501  0.000
H  -1.8819  -24.9907  -30.4301  0.000
H  -3.1587  -23.8660  -30.3168  0.000
H  -1.0832  -21.7924  -32.3990  0.000
H  -0.3453  -22.9893  -31.2083  0.000
H  -1.6242  -22.0841  -30.7591  0.000
H  -4.6117  -25.9713  -29.9442  0.000
H  -4.6351  -27.2670  -30.7784  0.000
C  -10.6717  -17.8729  -39.9833  0.000
C  -11.5723  -18.9752  -39.5010  0.000
C  -11.9651  -18.8030  -38.0420  0.000
O  -10.7853  -18.8518  -37.2743  0.000
C  -10.3431  -20.1838  -36.9447  0.000
N  -12.7600  -18.7869  -40.3736  0.000
H  -11.1677  -16.9235  -39.7818  0.000
H  -10.3613  -17.9221  -41.0270  0.000
H  -9.7298  -17.9569  -39.4411  0.000
H  -11.1578  -19.9777  -39.6067  0.000
H  -12.7159  -19.4881  -37.6484  0.000
H  -12.4641  -17.8550  -37.8410  0.000
H  -9.5543  -20.1099  -36.1961  0.000
H  -10.0062  -20.6978  -37.8449  0.000
H  -11.1423  -20.8205  -36.5650  0.000
H  -12.4145  -18.8166  -41.3222  0.000
H  -13.2842  -19.6403  -40.2434  0.000
C  -13.0813  -27.7625  -40.5346  0.000
C  -12.2627  -28.2371  -39.3011  0.000
C  -12.1511  -27.0752  -38.2487  0.000
O  -11.5815  -27.4516  -36.9926  0.000
C  -10.1335  -27.6466  -36.9829  0.000
N  -13.0723  -29.2872  -38.5753  0.000
H  -14.0896  -27.4905  -40.2221  0.000
H  -12.9856  -28.5298  -41.3028  0.000
H  -12.5370  -26.9287  -40.9780  0.000
H  -11.3066  -28.6883  -39.5663  0.000
H  -13.1747  -26.7885  -38.0077  0.000
H  -11.7141  -26.2143  -38.7548  0.000
H  -9.7591  -28.3426  -37.7336  0.000
H  -9.8350  -27.9655  -35.9842  0.000
H  -9.6412  -26.6951  -37.1837  0.000
H  -13.9536  -28.8302  -38.3894  0.000
H  -12.6297  -29.3318  -37.6685  0.000

Computed properties:
HOMO (alpha / beta) = -9.77 / -9.77 eV
HOMO-LUMO gap (alpha / beta) = 7.2 / 1.8 eV
Net charge = +1
Multiplicity = 2

---

The following is a quantum chemistry calculation of a 16-piece molecular cluster, C48H128O16 overall in a non-equilibrium geometry, from the OMol25 dataset.

Last column: Löwdin charge in e.
Atoms and positions in Å:
C  -0.3210  0.6049  5.7878  -0.062
C  -0.0097  2.0300  6.2186  -0.542
C  -0.8719  2.3709  7.3903  -0.069
O  1.3207  2.0799  6.6248  -0.038
H  -0.0638  0.0059  6.6613  0.085
H  0.4031  0.4650  4.9852  0.067
H  -1.3122  0.4123  5.3773  0.083
H  -0.0274  2.7472  5.3980  0.144
H  -0.5204  3.3226  7.7888  0.080
H  -0.6362  1.6750  8.1955  0.084
H  -1.9378  2.5321  7.2291  0.085
H  1.4192  1.3603  7.2525  0.085
C  1.4019  -2.3927  4.3273  -0.045
C  0.8592  -3.7419  3.9120  -0.492
C  -0.0760  -3.8494  2.7016  -0.068
O  1.8655  -4.7337  3.8514  -0.042
H  1.9468  -2.4762  5.2676  0.085
H  0.6033  -1.6546  4.4013  0.056
H  2.1787  -2.1913  3.5896  0.076
H  0.1903  -4.0254  4.7245  0.129
H  0.5230  -3.5768  1.8327  0.056
H  -0.8875  -3.1257  2.7783  0.075
H  -0.4762  -4.8510  2.5440  0.080
H  2.5712  -4.4930  3.2467  0.041
C  -5.4897  -2.7779  3.2934  -0.041
C  -4.9208  -1.3118  3.2653  -0.456
C  -5.2825  -0.4967  2.0449  -0.050
O  -5.5831  -0.6981  4.3528  -0.064
H  -5.0490  -3.4452  2.5527  0.047
H  -6.5509  -2.9315  3.0980  0.083
H  -5.1916  -3.1580  4.2705  0.072
H  -3.8468  -1.2930  3.4505  0.125
H  -5.7802  0.4412  2.2912  0.073
H  -5.9353  -0.9435  1.2951  0.071
H  -4.4232  -0.0669  1.5302  0.058
H  -5.3396  -1.1458  5.1664  0.084
C  5.0713  -3.3847  4.2516  -0.057
C  5.3746  -4.0398  2.9709  -0.556
C  5.8690  -5.5571  3.1248  -0.012
O  4.2625  -4.0608  2.2496  -0.041
H  4.2253  -3.7858  4.8099  0.081
H  4.7736  -2.3397  4.1649  0.081
H  6.0222  -3.3347  4.7819  0.094
H  6.2143  -3.5424  2.4853  0.123
H  6.9324  -5.5714  3.3633  0.070
H  5.7669  -6.0737  2.1704  0.067
H  5.2580  -5.9323  3.9459  0.079
H  4.4652  -4.2103  1.3232  0.105
C  2.9739  -7.3972  -0.4772  -0.034
C  2.4149  -6.2253  -1.3312  -0.534
C  1.7044  -5.2124  -0.4630  -0.041
O  3.4057  -5.6486  -2.0611  -0.033
H  2.1176  -8.0163  -0.2098  0.078
H  3.5130  -7.1077  0.4249  0.066
H  3.6619  -8.0224  -1.0463  0.074
H  1.7125  -6.6607  -2.0420  0.137
H  1.2979  -4.4953  -1.1761  0.062
H  2.4600  -4.7955  0.2029  0.073
H  0.7588  -5.4942  0.0003  0.077
H  3.1326  -5.3136  -2.9183  0.082
C  0.4649  -0.8453  0.7240  -0.045
C  -0.7215  0.0107  0.2842  -0.430
C  -0.5926  1.4510  0.8506  -0.045
O  -0.8099  0.0647  -1.1854  -0.071
H  0.5051  -1.8356  0.2704  0.065
H  0.3557  -1.1013  1.7779  0.056
H  1.3904  -0.3003  0.5386  0.083
H  -1.6789  -0.3389  0.6707  0.117
H  -0.4977  1.3391  1.9307  0.072
H  -1.4352  2.1285  0.7127  0.067
H  0.2149  1.9550  0.3196  0.061
H  -1.5364  -0.5010  -1.4571  0.027
C  2.5906  -2.0732  -2.9718  -0.038
C  3.7688  -1.7260  -3.8534  -0.472
C  4.9450  -2.6799  -3.6424  -0.036
O  3.3305  -1.7115  -5.1977  -0.074
H  1.7776  -1.3520  -3.0555  0.066
H  2.9395  -2.1183  -1.9401  0.083
H  2.2477  -3.0906  -3.1601  0.066
H  4.1565  -0.7104  -3.7740  0.144
H  5.3371  -2.7492  -2.6277  0.072
H  5.8364  -2.3691  -4.1872  0.086
H  4.5760  -3.6803  -3.8686  0.071
H  3.0544  -2.6143  -5.3714  0.103
C  -4.6940  -5.0177  -0.6836  -0.048
C  -3.2175  -4.6029  -0.6075  -0.467
C  -2.5717  -4.2522  0.7312  -0.045
O  -2.5390  -5.7532  -1.0939  -0.073
H  -4.9424  -5.5086  -1.6246  0.084
H  -5.3790  -4.2078  -0.4328  0.071
H  -4.8507  -5.8067  0.0519  0.077
H  -3.0872  -3.8137  -1.3480  0.105
H  -2.8717  -3.2352  0.9837  0.069
H  -1.4838  -4.2848  0.7907  0.044
H  -2.9916  -4.8287  1.5555  0.085
H  -2.6918  -6.5097  -0.5229  0.088
C  -4.6550  -1.1447  -3.7598  -0.039
C  -4.1212  -0.3798  -2.5355  -0.494
C  -5.2344  0.2227  -1.6159  -0.034
O  -3.3281  -1.2435  -1.8250  -0.063
H  -5.2267  -2.0178  -3.4454  0.080
H  -3.8073  -1.4384  -4.3788  0.061
H  -5.3063  -0.5290  -4.3802  0.079
H  -3.4953  0.4257  -2.9196  0.143
H  -5.7995  1.0281  -2.0849  0.077
H  -4.5800  0.6913  -0.8808  0.065
H  -5.9623  -0.4807  -1.2117  0.076
H  -3.9360  -1.8329  -1.3726  0.084
C  2.7158  3.9268  -0.0833  -0.057
C  3.7578  4.5407  -1.0375  -0.483
C  3.8220  6.0146  -0.8917  -0.061
O  5.0091  4.0036  -0.6221  -0.049
H  2.3547  2.9503  -0.4061  0.061
H  1.7074  4.3406  -0.0846  0.067
H  3.0874  3.7056  0.9172  0.088
H  3.5389  4.3740  -2.0922  0.137
H  2.9766  6.4868  -1.3923  0.057
H  4.7992  6.3251  -1.2613  0.090
H  3.6888  6.2906  0.1544  0.088
H  4.8367  3.2930  0.0000  0.054
C  -3.3209  9.5632  2.8302  -0.048
C  -2.1511  8.5904  3.1057  -0.520
C  -2.3348  7.2225  2.4575  -0.053
O  -0.9277  9.1267  2.7678  -0.035
H  -4.2997  9.1181  3.0086  0.070
H  -3.3108  9.9259  1.8024  0.076
H  -3.2487  10.4292  3.4881  0.075
H  -2.0735  8.4410  4.1826  0.136
H  -3.3418  6.8126  2.5359  0.062
H  -1.5554  6.5699  2.8509  0.080
H  -2.1350  7.2724  1.3871  0.064
H  -0.8862  9.5203  1.8932  0.093
C  1.4142  0.0896  -7.3076  -0.071
C  1.9214  1.1062  -6.2645  -0.420
C  1.2394  0.6421  -4.8939  -0.056
O  3.2783  0.7933  -6.2625  -0.074
H  1.7183  0.3727  -8.3153  0.074
H  0.3331  0.0064  -7.1970  0.072
H  1.9227  -0.8686  -7.2003  0.067
H  1.6673  2.1571  -6.4025  0.135
H  1.1787  -0.4423  -4.8015  0.038
H  0.3058  1.1413  -4.6345  0.070
H  1.8632  0.8688  -4.0293  0.066
H  3.4278  -0.1230  -6.0181  0.033
C  -1.7481  -3.6260  -6.3941  -0.033
C  -0.6650  -3.7683  -5.2726  -0.501
C  -1.1426  -3.4597  -3.8772  -0.052
O  -0.2612  -5.0875  -5.2300  -0.050
H  -2.2982  -2.6960  -6.2500  0.063
H  -2.4696  -4.4343  -6.2755  0.074
H  -1.3808  -3.6702  -7.4194  0.077
H  0.1465  -3.0981  -5.5560  0.127
H  -1.9765  -4.0669  -3.5249  0.079
H  -1.5380  -2.4462  -3.9450  0.066
H  -0.3989  -3.4221  -3.0812  0.073
H  -1.0238  -5.6092  -4.9695  0.090
C  -6.2477  6.2015  0.5371  -0.053
C  -6.9538  4.8583  0.7429  -0.448
C  -6.0857  3.6063  0.8660  -0.059
O  -7.5940  4.8988  2.0397  -0.076
H  -7.0521  6.9307  0.4416  0.080
H  -5.8343  6.0821  -0.4644  0.081
H  -5.5510  6.5774  1.2864  0.066
H  -7.7661  4.7504  0.0242  0.135
H  -5.1219  3.8132  1.3312  0.076
H  -5.7157  3.0353  0.0144  0.055
H  -6.6158  2.8555  1.4520  0.072
H  -7.0437  5.4773  2.5728  0.074
C  5.7801  0.3051  0.9078  -0.055
C  6.9661  -0.6458  0.8552  -0.463
C  7.6356  -0.6893  -0.4920  -0.062
O  7.9202  -0.0648  1.7994  -0.072
H  5.1548  0.0716  0.0461  0.074
H  6.0893  1.3501  0.8860  0.072
H  5.2253  0.3173  1.8461  0.079
H  6.7436  -1.6973  1.0366  0.121
H  7.9878  0.3138  -0.7324  0.088
H  6.8824  -0.9530  -1.2344  0.069
H  8.4346  -1.4290  -0.4409  0.089
H  8.3635  0.6781  1.3832  0.076
C  0.3906  7.6927  -1.5874  -0.046
C  -0.0370  6.2662  -2.2087  -0.418
C  -1.3130  5.6156  -1.5709  -0.053
O  -0.3271  6.4933  -3.5931  -0.068
H  0.3633  7.6999  -0.4978  0.063
H  -0.3762  8.4049  -1.8921  0.062
H  1.2974  8.0960  -2.0381  0.066
H  0.8333  5.6147  -2.1299  0.107
H  -2.1597  6.2942  -1.6739  0.068
H  -1.2152  5.3269  -0.5244  0.063
H  -1.6451  4.7366  -2.1233  0.073
H  -1.2207  6.8353  -3.6713  0.078

Computed properties:
Relative energy (zero: lowest compared OMol25 entry of this formula, charge and spin) = 185.7 kcal per mole
HOMO = -9.11 eV
HOMO-LUMO gap = 9.3 eV
Net charge = 0
Multiplicity = 1

---

| no. | DFT total energy (hartree) |
| --- | --- |
| 1 | -3504.5880 |
| 2 | -3109.2126 |